80
Properties=species:S:1:pos:R:3 method="wB97M-V/def2-TZVPD" total_charge=+1 multiplicity=4 s_squared=3.770 homo_energy_ha="-0.388 / -0.388" orbital_gap_ev="3.692 / 3.835" energy_ha=-2895.22477
V 2.83 2.75 1.82
C 0.39 -0.13 0.28
C 1.29 0.95 0.81
O 1.80 1.82 0.05
O 1.46 1.11 2.07
H 0.52 -0.19 -0.81
H -0.65 0.16 0.42
H 0.68 -1.11 0.67
C -2.24 -3.21 2.07
C -2.62 -2.90 0.65
O -3.67 -2.32 0.42
N -1.76 -3.26 -0.33
C -0.45 -3.87 -0.17
H -2.10 -4.28 2.23
H -3.00 -2.81 2.74
H -1.25 -2.83 2.34
H -1.92 -3.00 -1.30
H -0.07 -3.82 0.85
H 0.26 -3.30 -0.78
H -0.39 -4.89 -0.55
C 3.83 -2.35 1.38
C 3.62 -3.80 1.08
O 2.73 -4.16 0.32
N 4.35 -4.72 1.73
C 5.42 -4.51 2.69
H 4.24 -2.12 2.36
H 2.93 -1.74 1.29
H 4.51 -1.93 0.62
H 4.09 -5.67 1.52
H 5.77 -5.46 3.07
H 5.15 -3.91 3.56
H 6.27 -4.00 2.22
O -3.54 0.61 0.66
C -3.19 1.74 0.61
O -3.25 2.57 1.70
C -2.82 3.90 1.35
C -1.97 3.67 0.12
C -2.60 2.47 -0.58
H -2.22 4.33 2.14
H -3.74 4.47 1.16
H -0.99 3.35 0.47
H -1.93 4.56 -0.51
H -1.91 1.79 -1.07
H -3.43 2.82 -1.21
O -2.80 2.43 6.70
C -2.19 1.93 5.81
O -1.42 2.72 5.00
C -0.79 1.95 3.99
C -1.61 0.65 3.92
C -2.12 0.50 5.34
H 0.26 1.72 4.18
H -0.88 2.48 3.04
H -1.01 -0.18 3.53
H -2.39 0.72 3.16
H -1.41 -0.01 6.00
H -3.10 0.03 5.38
O -1.70 -3.36 -3.39
C -0.96 -2.54 -3.87
O -0.58 -1.43 -3.22
C 0.19 -0.55 -4.05
C 0.01 -1.10 -5.49
C -0.29 -2.57 -5.22
H 1.21 -0.47 -3.68
H -0.23 0.45 -3.98
H 0.97 -1.07 -6.01
H -0.79 -0.61 -6.03
H 0.61 -3.19 -5.21
H -0.98 -3.03 -5.93
O 2.42 5.33 -5.05
C 1.71 4.82 -4.23
O 1.19 5.49 -3.21
C 0.65 4.59 -2.25
C 0.31 3.31 -3.03
C 1.32 3.36 -4.18
H -0.25 4.97 -1.80
H 1.37 4.37 -1.46
H -0.73 3.32 -3.36
H 0.51 2.47 -2.36
H 0.85 3.04 -5.12
H 2.19 2.71 -4.07


69
Properties=species:S:1:pos:R:3 method="wB97M-V/def2-TZVPD" homo_energy_ha=-0.309 orbital_gap_ev=8.164 energy_ha=-1501.54307
C 3.71 -1.37 3.23
C 2.18 -1.49 3.25
C 1.65 -2.92 3.07
C 1.88 -3.60 1.70
C 2.34 -2.71 0.55
C 2.08 -3.36 -0.82
C 2.89 -2.74 -1.96
C 2.36 -1.37 -2.43
C 2.94 -0.18 -1.65
C 2.57 1.18 -2.25
C 1.51 1.97 -1.47
C 1.85 2.19 0.00
C 0.69 2.77 0.81
C -0.66 2.17 0.56
C -1.79 2.90 0.36
C -1.77 4.42 0.31
N -0.95 4.97 -0.77
C -3.06 2.27 0.18
C -3.28 0.94 0.16
C -4.70 0.42 -0.05
C -5.42 1.26 -1.12
C -4.82 -1.07 -0.40
C -4.19 -1.43 -1.76
C -2.12 0.14 0.40
N -2.05 -1.19 0.49
S -0.52 -1.57 0.77
N 0.14 -0.12 0.81
C -0.84 0.77 0.59
H 4.04 -0.61 3.94
H 4.18 -2.32 3.48
H 4.06 -1.05 2.25
H 1.73 -0.83 2.51
H 1.81 -1.14 4.22
H 2.12 -3.53 3.85
H 0.59 -2.91 3.31
H 2.63 -4.38 1.83
H 0.96 -4.12 1.41
H 3.40 -2.51 0.64
H 1.83 -1.75 0.58
H 2.31 -4.42 -0.75
H 1.01 -3.27 -1.04
H 2.92 -3.42 -2.81
H 3.92 -2.62 -1.61
H 2.57 -1.24 -3.49
H 1.28 -1.37 -2.30
H 4.02 -0.29 -1.62
H 2.57 -0.26 -0.63
H 2.17 1.01 -3.26
H 3.46 1.79 -2.39
H 0.54 1.48 -1.59
H 1.40 2.95 -1.94
H 2.21 1.28 0.48
H 2.67 2.91 0.04
H 0.91 2.65 1.88
H 0.64 3.84 0.63
H -1.42 4.79 1.28
H -2.81 4.74 0.21
H -1.53 5.24 -1.55
H -0.46 5.80 -0.46
H -3.90 2.93 0.01
H -5.24 0.59 0.89
H -4.75 1.51 -1.94
H -6.24 0.67 -1.55
H -5.83 2.18 -0.72
H -4.37 -1.67 0.38
H -5.88 -1.30 -0.40
H -4.96 -1.70 -2.49
H -3.60 -0.61 -2.17
H -3.54 -2.29 -1.65


73
Properties=species:S:1:pos:R:3 method="wB97M-V/def2-TZVPD" total_charge=-1 homo_energy_ha=-0.154 orbital_gap_ev=7.003 energy_ha=-2065.80445
Ag 0.01 -0.91 1.07
C -4.55 -3.87 3.37
C -3.81 -2.84 4.21
N -3.84 -1.50 3.65
C -4.99 -0.66 3.95
C -5.97 -0.52 2.79
C -2.86 -1.00 2.83
S -1.60 -2.11 2.35
N -2.95 0.27 2.54
C -2.40 0.88 1.47
O -2.43 0.47 0.31
C -1.79 2.22 1.76
C -2.25 3.03 2.80
C -1.67 4.27 3.03
C -0.60 4.69 2.25
C -0.12 3.88 1.23
C -0.72 2.65 0.98
H -4.47 -4.86 3.82
H -4.12 -3.90 2.37
H -5.61 -3.62 3.28
H -2.77 -3.14 4.32
H -4.25 -2.79 5.21
H -4.63 0.33 4.25
H -5.49 -1.10 4.81
H -5.45 -0.09 1.93
H -6.79 0.14 3.06
H -6.38 -1.48 2.50
H -3.06 2.67 3.42
H -2.04 4.89 3.84
H -0.14 5.66 2.44
H 0.72 4.20 0.64
H -0.32 1.99 0.22
C 0.41 1.58 -2.97
C 0.79 0.10 -2.86
C 1.23 -0.39 -4.24
C -0.52 -0.61 -2.47
P 2.03 -0.12 -1.42
N 1.42 0.10 -0.03
C 2.84 -1.84 -1.64
C 1.74 -2.90 -1.84
C 3.86 -2.01 -2.77
C 3.50 -2.21 -0.31
C 3.40 1.18 -1.66
C 3.92 1.42 -3.09
C 4.60 0.81 -0.77
C 2.88 2.51 -1.09
H -0.46 1.66 -3.62
H 1.20 2.19 -3.40
H 0.14 1.99 -2.00
H 0.46 -0.12 -4.97
H 1.35 -1.47 -4.29
H 2.17 0.07 -4.57
H -1.26 -0.41 -3.25
H -0.91 -0.23 -1.52
H -0.42 -1.69 -2.38
H 1.26 -2.84 -2.82
H 0.97 -2.81 -1.07
H 2.19 -3.89 -1.76
H 3.45 -1.76 -3.75
H 4.18 -3.05 -2.81
H 4.75 -1.40 -2.61
H 2.82 -2.02 0.52
H 4.42 -1.65 -0.12
H 3.76 -3.28 -0.33
H 4.31 0.51 -3.55
H 4.74 2.15 -3.05
H 3.16 1.84 -3.74
H 5.16 -0.04 -1.16
H 4.26 0.58 0.24
H 5.28 1.66 -0.73
H 2.13 2.98 -1.72
H 3.72 3.20 -0.98
H 2.43 2.32 -0.11